{"formula": "C32H85O31S10", "method": "ωB97M-V/def2-TZVPD", "charge": -1, "homo_energy_ev": -3.887, "lumo_energy_ha": 0.07226, "gap_ev": 5.8531, "multiplicity": 1, "species": ["S", "S", "S", "S", "S", "S", "S", "S", "S", "S", "O", "O", "O", "O", "O", "O", "O", "O", "O", "O", "O", "O", "O", "O", "O", "O", "O", "O", "O", "O", "O", "O", "O", "O", "O", "O", "O", "O", "O", "O", "O", "C", "C", "C", "C", "C", "C", "C", "C", "C", "C", "C", "C", "C", "C", "C", "C", "C", "C", "C", "C", "C", "C", "C", "C", "C", "C", "C", "C", "C", "C", "C", "C", "H", "H", "H", "H", "H", "H", "H", "H", "H", "H", "H", "H", "H", "H", "H", "H", "H", "H", "H", "H", "H", "H", "H", "H", "H", "H", "H", "H", "H", "H", "H", "H", "H", "H", "H", "H", "H", "H", "H", "H", "H", "H", "H", "H", "H", "H", "H", "H", "H", "H", "H", "H", "H", "H", "H", "H", "H", "H", "H", "H", "H", "H", "H", "H", "H", "H", "H", "H", "H", "H", "H", "H", "H", "H", "H", "H", "H", "H", "H", "H", "H", "H", "H", "H", "H"], "positions_angstrom": [[-1.0407, 4.1816, 1.8825], [1.6593, -1.4918, -2.5477], [2.7119, 3.0352, 0.0030], [2.6314, -2.6676, 1.3547], [-2.2134, -4.2912, -1.8348], [-3.9201, 1.8565, 1.6784], [-1.2913, 0.2513, -4.3136], [1.6025, 1.9027, 3.6671], [-3.5170, 0.6180, -1.8041], [-0.8718, -1.4585, 3.6292], [2.7501, 4.5214, -0.1410], [1.5120, 3.3069, 3.9882], [0.2681, 4.7616, 1.0826], [-1.9588, 5.2663, 2.1575], [-4.8790, 2.6189, 2.4485], [-0.5198, 3.2580, 2.8681], [-0.9575, 1.4474, -3.6461], [-3.4590, 2.2545, 0.3262], [3.1264, -1.7009, -3.3063], [-2.0322, -2.5072, 2.9775], [-0.4466, -1.8374, 5.0300], [3.7835, -2.1549, 2.4838], [-1.4097, -0.1351, 3.4501], [-3.3074, -5.1948, -2.0473], [-4.5128, 0.3163, 1.5689], [2.6888, 1.3875, 2.7964], [-2.9807, -0.7152, -1.6493], [-2.5129, 0.1433, -5.1222], [-1.0928, -4.2665, -2.7869], [2.6417, 2.2073, -1.2148], [1.6340, -3.4924, 2.0625], [-4.7259, 1.0631, -1.1555], [0.0668, -0.2849, -5.1557], [1.7287, -2.1133, -1.2233], [-3.5903, 0.9164, -3.4622], [3.3661, -3.2866, 0.2620], [1.6485, 0.9933, 5.0700], [0.6165, -1.9719, -3.4664], [0.2653, 0.3599, 1.3787], [3.9287, 2.5633, 1.1380], [-1.7167, -4.4238, -0.2416], [4.3131, 1.2048, 1.2288], [0.8548, 1.4111, 6.1675], [1.1757, -1.8689, -6.4289], [-4.7136, 1.8131, -5.3398], [1.8841, -1.0863, 0.9301], [-2.9589, -4.7670, 2.6200], [-4.1655, 2.1327, -3.9994], [3.2104, -1.3473, -4.6860], [-1.8494, 3.1236, 0.4610], [1.6565, 0.3435, -2.3968], [-0.1761, -1.1470, -6.2235], [-2.3535, 1.5976, 2.6602], [5.1128, -1.7596, 1.9666], [0.4143, -1.6869, 2.3718], [1.2057, 0.5623, 7.3351], [-2.2178, 1.8828, -1.3887], [-4.3362, -2.1048, 1.3098], [5.6966, 1.0313, 0.5318], [-0.5845, -0.4543, -0.8318], [5.6682, -0.9854, 3.1101], [-1.4095, -1.1681, -3.0813], [-0.8338, 0.2563, 0.5111], [-1.7831, -3.8857, 3.1297], [-3.0119, -2.6003, -1.7533], [-0.0311, 1.3479, 2.9477], [-0.9795, -3.3524, 0.3261], [1.2490, 2.5056, 1.1003], [-3.5753, -0.7625, 1.1781], [0.1867, 5.9829, 0.4542], [4.7180, -1.0921, -4.8475], [0.3958, -3.1628, -0.2846], [1.4134, 6.0143, -0.3983], [0.2161, -0.0122, -1.4247], [-2.4414, -1.3224, -2.7659], [0.9326, 3.3393, 1.7271], [0.8123, -4.1565, -0.4499], [-1.5279, -0.4490, -1.3777], [-1.6020, 1.2975, 1.9300], [-2.5916, 2.8329, -1.7706], [-1.6102, -2.4923, 0.5508], [-0.7009, 6.1293, -0.1612], [-1.9796, 2.5208, 3.1028], [-3.0085, -4.7477, 1.5313], [1.2461, -0.9839, 2.4172], [-5.2482, 0.8643, -5.2933], [2.1276, 0.7915, -3.2717], [-1.7436, -0.0899, 1.0016], [-1.3022, 1.6143, -1.9155], [-2.5616, 0.8257, 3.4012], [-0.1121, 1.9328, 2.0315], [-5.2291, -1.9454, 0.7053], [6.6143, -0.5051, 2.8604], [6.0901, 0.0229, 0.6605], [2.2424, 6.3787, 0.2085], [0.7730, -2.7162, 2.3736], [-2.0067, 1.8663, -0.3195], [-3.4429, 2.9364, -4.1411], [-1.1556, 1.2567, 0.2219], [1.3664, -0.4927, 7.1128], [0.6005, 0.6132, -2.3843], [1.4450, 6.7590, -1.1937], [0.5560, 0.5935, 8.2098], [4.8648, -1.0822, 1.1496], [-0.2490, -1.4789, -0.6711], [5.7448, -2.6357, 1.8211], [0.9987, -1.3136, 0.3365], [-4.9098, 2.4707, -3.2783], [-4.5189, -2.4609, 2.3237], [5.3580, -1.8240, -4.3549], [-1.0937, 2.4577, 0.0444], [5.6530, 1.2378, -0.5376], [0.0141, 6.7539, 1.2051], [-2.8954, -5.7812, 3.0144], [-2.7340, 2.6061, 0.8323], [1.5705, 5.0714, -0.9220], [-0.7900, -3.6773, 1.3492], [5.8695, -1.7272, 3.8830], [-0.0785, 0.2913, 2.6845], [-3.5021, -2.4774, -0.7876], [-0.1133, -1.5501, 1.4279], [2.5981, -0.4879, 0.3642], [-0.8952, 1.6346, 3.5471], [2.1604, 0.9691, 7.6685], [4.9590, -1.0351, -5.9090], [2.7105, -0.4251, -4.9825], [-1.6436, -4.1354, 4.1815], [-0.1945, 1.3198, 5.8869], [6.4767, 1.6926, 0.9089], [1.2852, -2.5279, -5.5676], [-0.7959, -0.8406, -2.2420], [-3.8752, 1.8790, -6.0333], [4.3435, 1.0050, 2.2999], [1.0318, 2.4620, 6.3964], [5.0338, -0.1848, 3.4904], [-3.8151, -2.9164, 0.8021], [-5.5080, 2.4928, -5.6482], [-0.3858, -0.5914, -7.1375], [-0.8281, -4.1664, 2.6854], [-3.9119, -4.3922, 2.9934], [0.2600, -2.6391, -1.2308], [0.9670, -2.4605, 0.3224], [-2.0885, 3.8620, -0.3043], [5.0250, -0.1569, -4.3791], [-3.5348, -2.4778, -2.7018], [1.6353, -0.5756, 1.8604], [3.6463, 0.5357, 0.6849], [1.0752, -2.5581, -7.2673], [2.0469, -1.2180, -6.5039], [2.1934, 0.6308, -1.4927], [-2.6806, -0.8822, 1.7891], [-1.0312, -2.0848, -3.5337], [1.4601, 1.5607, 1.6010], [-3.4416, -0.5420, 0.1191], [2.7710, -2.1369, -5.2956], [-1.0065, -1.8272, -6.0346], [0.3375, 2.3639, 0.5197], [-2.1766, -1.9031, -1.8202]], "atomic_forces_ev_per_a": [[-1.4, 0.1, -3.9], [1.7, -0.4, -1.4], [-1.3, 0.3, 2.8], [4.3, -1.4, 0.2], [-0.4, 2.2, -0.2], [-2.8, -3.5, 4.1], [-1.6, -6.1, -1.2], [-2.1, -1.2, 0.7], [-0.3, 6.3, -1.9], [2.3, -2.6, 1.9], [5.0, -7.5, 1.5], [2.0, -0.6, 0.8], [-1.1, -0.2, 1.8], [0.6, -0.3, 0.6], [0.6, -0.6, -1.5], [-2.0, 9.0, 0.1], [1.3, 1.8, -1.0], [-18.1, -6.5, -0.6], [-1.8, 0.2, 1.7], [0.5, 1.2, 1.0], [-1.5, 0.5, -3.8], [-1.7, -1.3, -1.1], [-2.2, -7.1, 3.1], [0.6, -1.0, 0.4], [0.9, 1.1, 0.9], [-2.1, -0.1, 4.9], [-7.6, 8.8, 2.8], [3.8, 0.0, -1.7], [-1.5, -0.4, 1.8], [1.6, 2.2, 1.7], [6.5, -4.0, -1.4], [-0.2, -1.9, -1.5], [-1.8, 2.9, 1.1], [6.2, 4.1, -7.3], [-1.3, -0.7, 4.0], [-0.6, 0.5, 1.5], [1.2, 0.5, -1.7], [5.4, -0.4, 1.8], [-2.0, -3.6, -10.1], [-1.1, 1.6, -2.7], [-1.0, -0.9, -2.3], [2.7, 0.0, -1.5], [-1.4, 0.5, -0.4], [-2.1, -1.1, -0.3], [-0.8, -0.1, -0.6], [4.0, 1.6, -2.2], [0.3, 1.0, 0.0], [-0.5, 0.4, 1.3], [2.2, -0.1, 0.5], [12.4, 10.2, 3.6], [0.3, -1.6, -1.5], [1.3, -0.6, -1.4], [-4.5, 1.8, -1.7], [-1.9, 0.6, 0.6], [-7.3, 0.0, 5.1], [1.3, -0.4, 0.9], [-0.5, -2.8, -3.4], [-0.3, 0.9, -0.8], [0.1, 0.3, 0.1], [-0.1, 1.1, 4.1], [0.9, 0.1, 0.9], [0.2, 0.6, -6.4], [2.4, 0.2, -0.4], [-0.3, -1.9, 1.5], [2.1, -6.0, 0.9], [3.5, 1.7, 5.1], [1.1, -0.9, 1.8], [1.9, 1.5, -2.5], [-2.0, -1.1, 0.2], [-0.9, 2.1, -1.0], [-0.1, 0.0, -0.4], [-5.1, -2.2, 0.2], [-1.5, 4.0, -1.2], [-1.6, -0.2, 2.3], [2.3, 1.6, -4.9], [2.5, -1.0, -0.2], [0.3, 0.3, 0.1], [1.8, 0.9, 2.9], [-1.5, 0.2, 0.6], [-0.2, -0.4, 0.0], [0.0, 0.3, -0.9], [-0.4, -0.7, -0.3], [-1.8, -0.2, -0.2], [0.0, -0.4, 0.2], [-4.4, -3.7, 6.4], [0.6, -0.3, -0.3], [0.2, -0.3, 0.0], [1.3, -0.5, -0.6], [-0.6, 0.3, 0.3], [-1.6, 1.3, -0.7], [0.1, -1.7, 2.0], [-0.5, -0.3, 0.4], [0.2, -0.2, -0.2], [0.0, 0.2, -0.2], [0.1, -0.6, -0.1], [-2.3, 1.6, 1.8], [-1.7, -1.6, -3.9], [0.5, -0.2, 0.5], [1.4, -2.1, 0.8], [-0.2, 0.1, -0.4], [1.4, 1.0, -1.1], [-1.0, 0.6, -0.1], [-0.4, 0.4, -0.3], [0.6, -1.0, -0.3], [-1.2, 1.0, -0.1], [-0.4, 0.1, -0.8], [1.6, 2.3, 1.0], [-0.2, 0.1, -0.1], [-0.2, 0.6, -0.1], [-0.3, -0.4, -0.2], [1.3, 3.1, 1.5], [-0.3, -0.1, -0.1], [0.8, 0.4, 0.1], [0.4, 0.0, -0.2], [6.7, 4.0, 2.8], [-1.5, 1.6, -0.2], [-0.1, -0.2, -1.1], [0.0, 0.3, 0.4], [1.9, 2.0, 2.1], [-0.3, -0.7, -0.9], [-0.3, 0.1, 1.4], [-0.1, -0.9, -0.3], [2.5, -0.2, 1.7], [0.3, -0.3, 0.3], [0.2, 0.0, 0.0], [-0.4, 0.1, 0.6], [-0.1, 0.3, 0.3], [-0.2, -0.1, -0.1], [-0.2, 0.2, 0.3], [-0.2, 0.1, -0.2], [-0.5, -1.4, -3.2], [-0.5, -0.6, -0.3], [0.4, -0.2, -0.9], [0.1, 0.1, -0.1], [-0.2, -0.4, 0.0], [0.3, 0.2, 0.3], [0.2, 0.5, 0.1], [-0.4, 0.2, 0.1], [-0.2, -0.2, 0.3], [0.1, 0.2, 0.1], [-1.6, -2.6, 0.8], [-2.1, -3.2, -0.9], [-0.1, 0.3, 0.6], [-0.4, 0.2, -0.1], [-0.5, -0.6, 0.5], [4.8, 3.1, -5.7], [0.0, 0.5, 0.5], [0.2, 0.2, -0.4], [-0.9, 0.0, -0.7], [-0.5, -0.8, -0.4], [-0.9, 0.7, 0.0], [-1.1, 0.7, -0.3], [0.7, 1.3, -2.3], [0.6, -0.7, 1.2], [1.4, 0.1, 0.8], [0.1, -0.2, 0.1], [1.4, 0.1, -0.9], [0.6, -4.8, 1.8]], "mulliken_charge": [1.324, 1.668, 0.811, 2.161, 1.014, 1.318, 1.218, 1.378, 1.041, 1.531, -0.562, -0.827, -0.201, -0.933, -0.854, -0.540, -0.763, -0.241, -0.334, -0.441, -0.938, -0.459, -0.521, -0.754, -0.687, -0.133, -1.252, -0.776, -0.560, -0.801, -0.764, -0.785, -0.153, -0.624, 0.301, -0.777, -0.257, -0.492, -0.351, -0.450, -0.721, 0.800, 0.207, -1.085, -1.319, -0.967, -1.173, -0.245, -0.383, -0.418, -0.654, -0.348, -1.924, 0.424, -0.077, -1.539, -0.164, -1.854, -1.725, 1.943, -1.387, -2.206, -0.624, -0.331, -1.016, -2.786, 1.087, -0.592, 2.817, -0.437, -1.820, 0.792, -0.676, -1.656, 1.899, 0.955, 0.793, -1.772, 1.197, 1.710, -0.106, 0.324, 1.353, 0.083, 0.134, 0.259, 0.964, -0.614, 0.301, 1.372, -0.847, 0.541, 0.384, 0.546, 0.209, 0.734, -2.483, 0.161, -0.591, 0.297, 0.797, 0.406, 0.378, -0.257, -0.270, 0.376, 0.473, 0.470, 0.162, 0.340, 2.010, 0.235, 0.363, 0.526, -1.731, 0.111, -0.869, 0.404, 0.565, -0.339, 0.430, -0.337, 2.142, 0.383, 0.419, 0.269, 0.604, 0.011, 0.365, 0.057, -0.706, 0.300, 0.159, 0.413, 0.375, 0.387, 0.408, 0.348, 0.604, 0.313, -0.304, -1.806, 1.412, 0.310, 0.871, 1.042, 0.040, 0.381, 0.507, -0.266, -0.187, 2.269, -1.689, -0.562, 0.913, 0.426, 0.248, 0.021]}